(1)
Here is a 5-piece molecular cluster, C2H12O5 overall from the Open Molecules 2025 dataset. Energies are from ωB97M-V/def2-TZVPD.

Properties
Structure (SMILES)   C=CO.O.O.O.O
HOMO-LUMO gap   0.340 Eh

The geometry in ORCA input format:
```
! RIJCOSX wB97M-V def2-TZVPD def2/J DEFGRID3
* xyz 0 1
C -3.24240 0.08357 1.94764
C -2.06431 0.06258 1.27501
O -1.22050 1.17381 1.36040
H -3.70961 -0.87806 2.13238
H -3.55135 1.18161 2.36729
H -1.61168 -0.87483 1.02636
H -0.32633 0.83251 1.17286
O 1.67234 1.23279 2.56451
H 1.46310 0.33730 2.56231
H 1.25386 1.57067 3.37033
O 0.97204 -1.60789 -0.73366
H 0.47325 -1.74273 0.06422
H 1.76780 -2.15099 -0.61147
O 3.40264 0.17013 -3.05322
H 2.50780 0.60864 -2.98719
H 3.02441 -0.59076 -3.50504
O -0.09215 0.23301 -3.37357
H -0.20529 0.91330 -2.70974
H -0.51361 -0.55465 -2.86943
*
```

Charges per atom according to natural (NBO) partitioning, unit e: -0.4946, 0.1043, -0.6906, 0.2172, 0.2245, 0.1506, 0.4840, -0.9276, 0.4557, 0.4757, -0.9389, 0.4589, 0.4808, -0.9341, 0.4726, 0.4605, -0.9443, 0.4672, 0.4780

***

(2)
Here is a 5-piece molecular cluster, C2H12O5 overall from the Open Molecules 2025 dataset. Energies are from ωB97M-V/def2-TZVPD.

Properties
Structure (SMILES)   CC=O.O.O.O.O
HOMO-LUMO gap   0.393 Eh

The geometry in ORCA input format:
```
! RIJCOSX wB97M-V def2-TZVPD def2/J DEFGRID3
* xyz 0 1
C -0.22915 2.59903 0.51880
C -0.85851 1.47215 -0.22608
O -0.43350 0.35052 -0.24272
H 0.18734 3.32353 -0.18001
H -1.03927 3.02914 1.11722
H 0.55099 2.27997 1.20513
H -1.74070 1.66703 -0.85376
O -2.83205 -0.81160 -2.30332
H -2.05212 -1.36862 -2.40701
H -2.61941 0.03763 -2.65190
O 0.64484 -1.46916 1.81634
H -0.12912 -1.76424 1.32973
H 1.22406 -2.26166 1.72033
O 3.29930 -0.08440 1.81063
H 3.24310 -0.10558 0.86539
H 2.43168 -0.44535 2.00726
O -0.21737 -2.13743 -1.38070
H 0.10793 -1.48557 -0.72896
H 0.46197 -2.82541 -1.41638
*
```

Charges per atom according to natural (NBO) partitioning, unit e: -0.7252, 0.4638, -0.5655, 0.2410, 0.2339, 0.2435, 0.1096, -0.9508, 0.4926, 0.4577, -0.9479, 0.4843, 0.4691, -0.9412, 0.4579, 0.4796, -0.9667, 0.4965, 0.4676

***

(3)
Here is C2H12O6V as an isolated structure from the Open Molecules 2025 dataset. Energies are from ωB97M-V/def2-TZVPD.

Properties
HOMO-LUMO gap (spin up / spin down)   0.195 / 0.223 Eh

The geometry in ORCA input format:
```
! RIJCOSX wB97M-V def2-TZVPD def2/J DEFGRID3
* xyz 0 4
V -0.11327 -0.21485 0.43734
O 1.07717 1.48787 0.25055
C 1.11942 1.85499 -1.08339
C 0.85706 0.72604 -2.07591
O -0.05183 -0.23576 -1.67713
H 2.09856 2.29970 -1.33816
H 0.36235 2.65063 -1.27896
H 1.83265 0.22984 -2.31114
H 0.63391 1.19811 -3.05671
O -1.84771 -1.75540 0.29267
H -1.81996 -2.21459 -0.55511
H -2.73419 -1.88471 0.63657
O -1.74544 1.23374 0.65827
H -2.70033 1.16554 0.71739
H -1.54136 2.13167 0.37314
O 1.55274 -1.68036 0.41056
H 1.94732 -1.96834 -0.41852
H 2.09032 -2.04302 1.11731
O -0.27410 -0.86726 2.60886
H -1.08510 -1.25590 2.94569
H 0.34180 -0.85793 3.34665
*
```

Charges per atom according to natural (NBO) partitioning, unit e: 1.2354, -0.9169, -0.0666, -0.0630, -0.9296, 0.1360, 0.0876, 0.0914, 0.1268, -0.9360, 0.5134, 0.4872, -0.9167, 0.4837, 0.5163, -0.9161, 0.5097, 0.4876, -0.9234, 0.4918, 0.5013

***

(4)
Here is a 2-piece molecular cluster, C2H12OSi3 overall from the Open Molecules 2025 dataset. Energies are from ωB97M-V/def2-TZVPD.

Properties
HOMO-LUMO gap (spin up / spin down)   0.251 / 0.258 Eh

The geometry in ORCA input format:
```
! RIJCOSX wB97M-V def2-TZVPD def2/J DEFGRID3
* xyz 0 1
C 0.80118 -1.31304 1.53773
C 0.39393 -1.98191 -1.41106
O 1.10990 0.62023 -0.44491
Si 1.87152 1.90997 0.16278
Si -3.34970 1.39767 -0.29156
Si 0.13855 -0.63301 -0.05386
H 1.86773 -1.11791 1.73702
H 0.38987 -0.64015 2.36887
H 0.43038 -2.29338 1.76722
H 1.41352 -2.51046 -1.46244
H -0.35344 -2.77642 -1.13771
H 0.06238 -1.84328 -2.56437
H 2.74829 1.13884 1.13464
H 0.65367 2.75468 0.46287
H 2.56171 2.47976 -0.95695
H -2.64631 2.21258 -1.21394
H -3.64225 2.11243 1.06271
H -4.45095 0.48339 -0.69704
*
```

Charges per atom according to natural (NBO) partitioning, unit e: -1.1963, -1.1770, -1.2999, 1.2276, 0.4497, 1.5790, 0.2530, 0.2436, 0.2459, 0.2435, 0.2293, 0.2498, -0.1886, -0.1874, -0.2023, -0.1664, -0.1523, -0.1512

***

(5)
Here is a 3-piece molecular cluster, C2H13N2O2 overall from the Open Molecules 2025 dataset. Energies are from ωB97M-V/def2-TZVPD.

Properties
HOMO-LUMO gap   0.373 Eh

The geometry in ORCA input format:
```
! RIJCOSX wB97M-V def2-TZVPD def2/J DEFGRID3
* xyz 1 1
N -0.92106 0.67630 -0.36784
C -0.15098 0.73417 0.92061
C 1.30901 1.04409 0.64583
N 2.11918 0.63924 1.76934
H -0.96074 1.61192 -0.77502
H -0.47701 0.06199 -1.07275
H -1.85925 0.29772 -0.22911
H -0.66341 1.43143 1.56532
H -0.16339 -0.28569 1.30160
H 1.62402 0.42489 -0.20343
H 1.44408 2.06610 0.25506
H 3.07525 0.84908 1.62707
H 1.92938 1.20037 2.59607
H -1.56000 -2.42902 -0.45182
H -2.93239 -2.27177 0.13895
O -2.10776 -1.78498 0.01750
H 0.86827 -1.61877 -2.57306
H -0.60184 -1.33837 -2.94836
O 0.02866 -1.30872 -2.21594
*
```

Charges per atom according to natural (NBO) partitioning, unit e: -0.6906, -0.2254, -0.2360, -0.8119, 0.4219, 0.4667, 0.4649, 0.2214, 0.2452, 0.1903, 0.1772, 0.3758, 0.3622, 0.4933, 0.4961, -0.9807, 0.5078, 0.4974, -0.9756

***

(6)
Here is a 3-piece molecular cluster, C2H13N2O2 overall from the Open Molecules 2025 dataset. Energies are from ωB97M-V/def2-TZVPD.

Properties
HOMO-LUMO gap (spin up / spin down)   0.398 / 0.180 Eh

The geometry in ORCA input format:
```
! RIJCOSX wB97M-V def2-TZVPD def2/J DEFGRID3
* xyz 2 2
N 0.04694 -0.27249 -0.27560
C 0.72923 0.56746 0.83443
C -0.20195 0.71762 2.05783
N -1.53076 1.19366 1.75025
H 0.20865 -1.27774 -0.11462
H -0.92903 -0.02064 -0.14578
H 0.14794 -0.01945 -1.27180
H 1.68697 0.07417 0.99494
H 0.98248 1.51546 0.35213
H -0.24934 -0.24767 2.56987
H 0.16431 1.33183 2.91372
H -2.35946 0.72280 2.14424
H -1.64569 2.21534 1.68342
H 0.06208 -3.38079 -1.82130
H 0.86882 -3.77866 -0.68148
O 0.28669 -3.03527 -0.94818
H -0.09125 1.19558 -3.72275
H 1.25734 0.91169 -3.17304
O 0.56602 1.58710 -3.14629
*
```

Charges per atom according to natural (NBO) partitioning, unit e: -0.6916, -0.2339, -0.3489, -0.2249, 0.4928, 0.4117, 0.4808, 0.2884, 0.2678, 0.2729, 0.3510, 0.4511, 0.4442, 0.5065, 0.5098, -0.9942, 0.4844, 0.4687, -0.9368

***

(7)
Here is a 4-piece molecular cluster, C2H13NO3 overall from the Open Molecules 2025 dataset. Energies are from ωB97M-V/def2-TZVPD.

Properties
Structure (SMILES)   CCN.O.O.O
HOMO-LUMO gap   0.362 Eh

The geometry in ORCA input format:
```
! RIJCOSX wB97M-V def2-TZVPD def2/J DEFGRID3
* xyz 0 1
C 1.94030 1.61153 1.71294
C 1.75109 0.36476 0.83481
N 0.54745 -0.34165 0.93583
H 1.53996 2.56492 1.39887
H 2.95816 1.88616 1.76230
H 1.54036 1.36677 2.68241
H 2.37236 -0.25283 1.37357
H 2.13193 0.69273 -0.14201
H -0.27096 0.26580 0.72992
H 0.61586 -1.04579 1.61046
O -2.60120 0.62695 -0.07016
H -2.36834 1.10017 -0.91324
H -3.02762 -0.11106 -0.51739
O 0.32266 -0.99098 -1.88084
H 0.59505 -1.25394 -1.01500
H 0.81427 -0.13743 -2.03894
O -3.15927 -1.86427 -2.34116
H -2.21900 -1.89896 -2.26299
H -3.48309 -2.58287 -1.85937
*
```

Charges per atom according to natural (NBO) partitioning, unit e: -0.6217, -0.2166, -0.8831, 0.1973, 0.2042, 0.1993, 0.1850, 0.1580, 0.4047, 0.3810, -0.9457, 0.4665, 0.4802, -0.9673, 0.4889, 0.4673, -0.9479, 0.4848, 0.4651

***

(8)
Here is a 4-piece molecular cluster, C2H13NO3 overall from the Open Molecules 2025 dataset. Energies are from ωB97M-V/def2-TZVPD.

Properties
HOMO-LUMO gap (spin up / spin down)   0.421 / 0.232 Eh

The geometry in ORCA input format:
```
! RIJCOSX wB97M-V def2-TZVPD def2/J DEFGRID3
* xyz 1 2
H -0.86460 -0.08141 0.37282
O -1.67147 -0.08506 1.40891
N -0.20931 -0.07744 -0.64720
H -2.42167 -0.71520 1.37123
H 0.38448 -0.92671 -0.53813
C 0.43722 1.22252 -0.89055
H 0.63961 1.33519 -1.96577
H 1.34129 1.24778 -0.30494
H -0.96265 -0.25038 -1.31758
C -0.58312 2.38168 -0.65481
H 0.09419 3.22320 -0.52829
H -1.40497 2.54640 -1.34603
H -1.15090 2.11966 0.22241
O 2.02403 -1.72371 -1.04091
H 1.62622 -2.47050 -1.50820
H 2.83193 -2.05311 -0.63720
O 0.11743 -2.18441 2.88204
H -0.81713 -1.92313 2.82197
H 0.58941 -1.58538 2.30022
*
```

Charges per atom according to natural (NBO) partitioning, unit e: 0.4063, -0.4319, -0.6892, 0.4759, 0.4658, -0.2296, 0.2405, 0.2331, 0.4177, -0.6261, 0.2525, 0.2369, 0.2108, -0.9726, 0.4913, 0.5079, -0.9043, 0.4582, 0.4568

***

(9)
Here is a 4-piece molecular cluster, C2H13NO4 overall from the Open Molecules 2025 dataset. Energies are from ωB97M-V/def2-TZVPD.

Properties
Structure (SMILES)   NCCO.O.O.O
HOMO-LUMO gap   0.363 Eh

The geometry in ORCA input format:
```
! RIJCOSX wB97M-V def2-TZVPD def2/J DEFGRID3
* xyz 0 1
N -1.24041 1.22450 -0.96205
C -1.12180 -0.21873 -1.02149
C -1.81286 -0.84959 0.25544
O -2.03894 -2.17660 -0.10485
H -2.07014 1.67809 -0.54006
H -0.86926 1.70871 -1.74690
H -1.79617 -0.66247 -1.88505
H -0.09483 -0.67096 -1.09192
H -1.06049 -0.85394 1.04281
H -2.67502 -0.27474 0.53646
H -1.44121 -2.26679 -0.85347
O 1.71908 -2.13095 1.03150
H 1.96874 -2.67775 1.79107
H 1.54257 -1.28527 1.48990
O 1.08093 1.17258 1.77603
H 1.51878 2.03779 1.93780
H 0.65006 1.34268 0.89545
O 2.50679 1.98913 -1.06943
H 2.14743 1.11001 -1.17422
H 3.08675 1.80429 -0.30702
*
```

Charges per atom according to natural (NBO) partitioning, unit e: -0.8896, -0.2484, -0.0561, -0.7012, 0.3857, 0.3756, 0.1542, 0.1942, 0.1634, 0.1638, 0.4627, -0.9486, 0.4682, 0.4805, -0.9702, 0.4742, 0.4905, -0.9311, 0.4643, 0.4677

***

(10)
Here is a 4-piece molecular cluster, C2H13NO4 overall from the Open Molecules 2025 dataset. Energies are from ωB97M-V/def2-TZVPD.

Properties
HOMO-LUMO gap (spin up / spin down)   0.383 / 0.174 Eh

The geometry in ORCA input format:
```
! RIJCOSX wB97M-V def2-TZVPD def2/J DEFGRID3
* xyz 1 2
C 0.80848 -0.37322 -1.10689
O 0.08252 0.79739 -1.25883
C 2.27887 -0.10513 -0.59136
N 2.52949 -0.67900 0.67850
H 0.21645 -1.14327 -0.60283
H 0.90448 -0.75896 -2.12680
H -0.23651 1.17926 -0.42834
H 3.00198 -0.53189 -1.29853
H 2.43798 0.96886 -0.52264
H 3.23490 -0.26482 1.29398
H 2.66588 -1.68937 0.68561
H -1.54368 0.68586 1.29533
H -2.82958 1.54638 0.94138
O -1.88403 1.45076 0.79146
H -0.33488 -0.31707 2.92880
H 0.44368 -0.46234 1.52362
O -0.39874 -0.47039 1.97860
H -2.54227 -0.66447 -1.95119
H -2.33119 0.16370 -0.66328
O -2.71069 -0.66336 -1.00366
*
```

Charges per atom according to natural (NBO) partitioning, unit e: -0.0945, -0.5579, -0.2785, -0.4803, 0.2405, 0.2324, 0.5167, 0.3048, 0.2598, 0.4269, 0.4109, 0.5009, 0.5045, -1.0056, 0.5098, 0.4681, -0.9475, 0.4699, 0.4751, -0.9562

***

Short version: energy relative to the best compared isomer or geometry (same formula, charge and spin) = 46.19; 11.44; 1.52; 56.03; 8.87; 27.91; 37.62; 28.08; 35.29; 21.28 kcal per mole, in the order given.